1.
DFT (ωB97M-V/def2-TZVPD) results for one molecule with the formula C10H10O in a non-equilibrium geometry.

The geometry in XYZ format:
```
21
C10H10O, DFT ωB97M-V/def2-TZVPD
O 1.141 -1.386 -2.063
C 0.673 -1.275 -0.772
C 0.530 -2.399 0.085
C -0.141 -2.196 1.392
C -0.609 -0.988 1.837
C -0.437 0.177 0.999
C 0.165 0.054 -0.278
C 0.272 1.129 -1.256
C 0.251 2.503 -0.649
C -1.054 2.566 0.257
C -1.099 1.576 1.180
H 1.769 -2.263 -2.075
H 0.856 -3.303 -0.364
H -0.406 -3.090 2.027
H -0.910 -0.773 2.961
H 1.257 1.150 -1.837
H -0.598 0.991 -1.875
H 0.274 3.366 -1.357
H 1.051 2.762 0.145
H -1.930 3.524 0.146
H -1.803 1.843 1.967
```

E_HOMO in eV: -8.2
Total charge: 0
Lowest unoccupied orbital energy in Eh: 0.02074



2.
DFT (ωB97M-V/def2-TZVPD) results for C11H26N4NiO6S as an isolated structure in a non-equilibrium geometry.

The geometry in XYZ format:
```
49
C11H26N4NiO6S, DFT ωB97M-V/def2-TZVPD
O -3.379 4.551 -2.718
H -2.847 3.755 -2.527
Ni -0.500 0.068 -0.038
N 0.689 -0.965 -1.075
N -1.828 -0.856 -1.070
N 0.697 0.565 1.349
N -1.755 0.572 1.357
O 1.957 -1.075 -0.875
O 2.024 0.347 1.298
O -3.016 0.144 1.436
O -3.067 -1.099 -0.767
C -1.310 -1.592 -2.098
C 0.107 -1.653 -2.099
C 0.204 1.048 2.497
C -1.242 1.039 2.509
C 0.995 -2.432 -2.986
H 1.418 -3.291 -2.436
H 1.836 -1.807 -3.333
H 0.441 -2.801 -3.855
C -2.208 -2.384 -2.970
H -3.079 -1.794 -3.273
H -2.572 -3.281 -2.449
H -1.689 -2.710 -3.877
C 1.089 1.242 3.664
C -2.066 1.214 3.724
H 2.070 1.624 3.348
H 1.230 0.280 4.194
H 0.609 1.954 4.347
H -3.096 1.442 3.453
H -1.680 2.027 4.348
H -2.066 0.301 4.336
H 2.125 -0.170 0.407
H -3.155 -0.369 0.518
C 0.005 1.521 -0.617
H -0.348 1.217 -1.607
H -0.688 2.209 -0.170
H 1.054 1.866 -0.655
O 2.280 3.795 -1.879
H 2.785 4.405 -1.327
H 2.875 3.636 -2.623
C 0.772 -3.397 1.367
S -0.542 -2.297 1.893
C -1.958 -3.292 1.420
H 1.427 -2.889 0.651
H 0.354 -4.307 0.932
H 1.335 -3.635 2.277
H -1.623 -4.262 1.047
H -2.546 -3.421 2.336
H -2.561 -2.767 0.668
```

2S+1: 3
E_HOMO (alpha / beta) in eV: -4.9 / -5.3
Expectation value of S²: 2.299
Total charge: 0
Lowest unoccupied orbital energy (alpha / beta) in Eh: -0.09622 / -0.11516



3.
DFT (ωB97M-V/def2-TZVPD) results for C39H73InN3O3PS4Sb2 as an isolated structure.

The geometry in XYZ format:
```
126
C39H73InN3O3PS4Sb2, DFT ωB97M-V/def2-TZVPD
In -0.769 -0.164 -0.938
C -2.061 -2.130 -2.978
C -0.954 -1.509 -3.589
C -1.233 -0.098 -3.603
C -2.502 0.074 -2.973
C -3.011 -1.176 -2.592
C -4.354 -1.473 -1.960
C -4.190 -2.396 -0.748
C -5.252 -2.181 -2.987
C -5.040 -0.180 -1.520
C -0.554 1.069 -4.324
C -1.341 2.374 -4.123
C 0.850 1.342 -3.775
C -0.534 0.812 -5.839
C 0.169 -2.413 -4.124
C 1.528 -1.768 -4.418
C 0.478 -3.508 -3.086
C -0.328 -3.093 -5.413
H -2.153 -3.194 -2.801
H -2.975 1.028 -2.803
H -3.657 -3.308 -1.021
H -5.163 -2.672 -0.326
H -3.601 -1.902 0.026
H -4.812 -3.134 -3.289
H -5.363 -1.566 -3.883
H -6.247 -2.375 -2.569
H -4.413 0.384 -0.826
H -5.991 -0.402 -1.024
H -5.243 0.465 -2.377
H -1.441 2.618 -3.063
H -2.339 2.310 -4.563
H -0.804 3.192 -4.613
H 0.761 1.764 -2.772
H 1.388 2.066 -4.400
H 1.442 0.439 -3.671
H -1.561 0.760 -6.210
H -0.049 -0.124 -6.103
H -0.019 1.627 -6.361
H 1.987 -1.410 -3.497
H 1.480 -0.952 -5.133
H 2.186 -2.535 -4.843
H 0.779 -3.052 -2.141
H 1.300 -4.138 -3.448
H -0.378 -4.155 -2.898
H -0.494 -2.355 -6.202
H -1.275 -3.605 -5.234
H 0.406 -3.823 -5.774
S 4.203 1.216 3.567
Sb 2.001 0.779 3.786
S 1.241 -1.135 2.530
S 0.704 0.820 1.778
S 0.883 1.209 5.687
C 6.330 -1.303 -2.489
N 4.932 -0.936 -2.541
C 4.629 -0.052 -3.654
P 3.957 -0.762 -1.172
O 2.539 -0.701 -1.576
N 4.391 0.560 -0.289
C 3.525 1.728 -0.205
C 5.762 0.797 0.110
N 4.467 -2.057 -0.269
C 4.214 -3.375 -0.833
C 4.469 -2.047 1.188
H 6.596 -1.865 -3.391
H 6.526 -1.928 -1.620
H 6.991 -0.425 -2.440
H 4.847 -0.555 -4.601
H 5.224 0.872 -3.610
H 3.575 0.211 -3.647
H 2.506 1.448 -0.455
H 3.862 2.517 -0.891
H 3.534 2.113 0.816
H 6.342 -0.124 0.058
H 5.785 1.157 1.143
H 6.244 1.548 -0.532
H 4.198 -3.327 -1.920
H 3.249 -3.769 -0.495
H 5.002 -4.069 -0.521
H 4.436 -1.031 1.576
H 5.375 -2.542 1.555
H 3.595 -2.571 1.582
C -4.891 -2.388 4.689
C -4.479 -2.546 3.230
Sb -2.494 -1.806 2.662
C -1.808 -1.221 4.619
C -1.050 -2.332 5.337
C -3.184 0.162 2.100
C -4.056 0.877 3.124
H -5.882 -2.814 4.879
H -4.924 -1.339 4.985
H -4.187 -2.884 5.361
H -5.183 -2.029 2.572
H -4.508 -3.599 2.942
H -2.650 -0.870 5.218
H -1.147 -0.366 4.460
H -1.692 -3.195 5.545
H -0.638 -1.982 6.287
H -0.213 -2.682 4.729
H -3.721 0.055 1.156
H -2.286 0.742 1.874
H -4.976 0.321 3.323
H -4.343 1.870 2.767
H -3.535 1.011 4.074
C 3.074 5.076 3.312
C 1.919 4.663 2.439
C 2.011 4.701 1.052
C 0.972 4.264 0.240
C 1.110 4.336 -1.257
C -0.205 3.781 0.822
C -0.343 3.802 2.213
C -1.601 3.339 2.898
C 0.728 4.224 2.999
C -1.328 3.272 -0.077
O -2.350 3.954 -0.174
O -1.094 2.170 -0.684
H 3.859 5.553 2.721
H 3.512 4.206 3.807
H 2.753 5.777 4.086
H 2.923 5.067 0.589
H 2.001 4.900 -1.537
H 0.237 4.809 -1.712
H 1.183 3.339 -1.685
H -2.451 3.357 2.218
H -1.823 3.976 3.757
H -1.468 2.324 3.278
H 0.624 4.193 4.080
```

E_HOMO in eV: -2.3
Total charge: -2
Lowest unoccupied orbital energy in Eh: 0.14512



4.
DFT (ωB97M-V/def2-TZVPD) results for C35H25F2N4ReSSe3Te as an isolated structure.

The geometry in XYZ format:
```
72
C35H25F2N4ReSSe3Te, DFT ωB97M-V/def2-TZVPD
Re -0.311 -2.796 -0.544
C -0.309 -1.827 5.019
N 0.315 -0.726 4.315
C 0.647 0.480 4.884
C 1.171 1.241 3.919
N 1.167 0.500 2.738
C 0.607 -0.745 2.980
S 0.202 -2.156 2.144
C 1.690 1.060 1.534
C 2.383 2.272 1.575
C 2.807 2.806 0.374
C 2.526 2.143 -0.810
C 1.859 0.936 -0.726
N 1.480 0.395 0.430
H -0.398 -1.546 6.067
H 0.293 -2.728 4.917
H -1.292 -2.035 4.599
H 0.459 0.699 5.919
H 1.503 2.258 3.969
H 2.601 2.792 2.495
H 3.344 3.746 0.367
H 2.810 2.551 -1.770
H 1.595 0.373 -1.612
Se -2.659 -3.442 -0.069
Se -2.970 -5.615 -0.876
Te -1.021 -6.857 0.137
Se 0.732 -5.085 -0.167
F -2.578 -3.011 -5.498
C -1.455 -2.872 -4.758
C -1.540 -2.913 -3.387
C -0.378 -2.771 -2.622
C 0.863 -2.610 -3.279
C 0.871 -2.551 -4.671
F 2.030 -2.343 -5.351
C -0.264 -2.679 -5.437
C 2.050 -2.534 -2.422
C 3.373 -2.579 -2.863
C 4.406 -2.539 -1.949
C 4.102 -2.457 -0.599
C 2.777 -2.424 -0.223
N 1.763 -2.457 -1.099
H -2.500 -3.053 -2.911
H -0.220 -2.631 -6.514
H 3.580 -2.663 -3.916
H 5.434 -2.587 -2.286
H 4.870 -2.436 0.162
H 2.494 -2.378 0.818
C -1.114 -0.929 -0.477
C -1.538 0.198 -0.176
C -1.875 1.512 0.096
C -1.972 2.433 -1.051
C -1.498 3.749 -1.003
C -1.521 4.564 -2.126
C -2.016 4.088 -3.332
C -2.479 2.779 -3.400
C -2.453 1.964 -2.281
C -2.038 1.928 1.479
C -1.733 1.021 2.516
C -1.864 1.377 3.844
C -2.319 2.642 4.205
C -2.669 3.534 3.198
C -2.540 3.186 1.863
H -1.069 4.126 -0.084
H -1.135 5.575 -2.060
H -2.036 4.725 -4.208
H -2.862 2.388 -4.335
H -2.796 0.939 -2.343
H -1.405 0.023 2.246
H -1.625 0.652 4.616
H -2.427 2.915 5.247
H -3.062 4.511 3.456
H -2.862 3.887 1.106
```

2S+1: 4
E_HOMO (alpha / beta) in eV: -3.2 / -3.7
Expectation value of S²: 3.805
Total charge: -1
Lowest unoccupied orbital energy (alpha / beta) in Eh: 0.07987 / 0.06856



no.,calculated total energy (Eh)
1,-462.18221
2,-3011.20884
3,-4524.78364
4,-9716.35270